(i)
This record from the Open Molecules 2025 dataset describes one molecule with the formula C5H8. The level of theory is ωB97M-V with the def2-TZVPD basis set.

Summary:
Gap between HOMO and LUMO   8.21 eV
Net charge   0
Lowest unoccupied orbital energy   0.3 eV

Last column: natural (NBO) charge in e.
Geometry (Å):
C  -1.137  -0.054  -0.445  -0.3268
C  -1.313  -0.659  0.939  -0.5667
C  0.176  -0.784  1.154  0.0311
C  0.540  0.247  0.258  -0.3464
C  1.820  0.404  -0.531  -0.6308
H  -0.101  1.137  0.277  0.2692
H  -1.827  0.752  -0.772  0.2141
H  -0.954  -0.737  -1.265  0.2164
H  -1.833  -1.622  0.936  0.2409
H  -1.828  -0.005  1.651  0.2372
H  2.695  0.431  0.131  0.2352
H  1.956  -0.439  -1.217  0.2160
H  1.807  1.330  -1.114  0.2105

***

(ii)
This record from the Open Molecules 2025 dataset describes one molecule with the formula C5H8. The level of theory is ωB97M-V with the def2-TZVPD basis set.

Summary:
Gap between HOMO and LUMO   10.64 eV
SMILES string   C[C@@H]1C=CC1
Net charge   0
Lowest unoccupied orbital energy   1.3 eV

Last column: natural (NBO) charge in e.
Geometry (Å):
C  -0.259  0.046  0.553  -0.2054
C  -1.300  -0.976  0.196  -0.6079
C  -0.189  1.286  -0.410  -0.2162
C  1.083  1.022  -0.688  -0.1757
C  1.200  -0.250  0.087  -0.4368
H  -1.096  -1.915  0.721  0.2061
H  -0.270  0.203  1.647  0.2052
H  -1.274  -1.139  -0.887  0.2048
H  -2.280  -0.586  0.486  0.2094
H  -0.758  2.124  -0.843  0.2132
H  1.841  1.597  -1.188  0.1946
H  1.311  -1.159  -0.522  0.2055
H  1.979  -0.244  0.855  0.2032

***

What is the most stable structure shown above? It is (ii).